# 1
The following is a DFT calculation (ωB97M-V with the def2-TZVPD basis set) of one molecule with the formula C15H16FN3O3S.

Atoms and positions in Å:
C 0.250 0.124 3.574
C -0.891 0.696 2.731
N -1.918 -0.291 2.424
S -1.684 -1.494 1.302
O -2.677 -2.483 1.582
O -0.307 -1.931 1.246
C -2.068 -0.679 -0.243
C -2.964 0.373 -0.266
C -3.260 0.987 -1.470
C -2.654 0.515 -2.624
C -1.767 -0.549 -2.613
C -1.474 -1.149 -1.400
H -0.786 -1.977 -1.341
H -1.319 -0.888 -3.534
F -2.937 1.108 -3.796
H -3.942 1.820 -1.524
H -3.409 0.713 0.653
H -2.392 -0.659 3.233
H -1.390 1.503 3.283
C -0.425 1.329 1.409
O -0.887 2.381 1.015
N 0.535 0.652 0.761
H 0.712 -0.311 1.018
C 1.024 1.105 -0.524
C 2.224 0.326 -0.980
C 3.283 0.970 -1.612
C 4.358 0.215 -2.054
N 4.437 -1.095 -1.905
C 3.433 -1.709 -1.304
C 2.306 -1.055 -0.828
H 1.521 -1.619 -0.348
H 3.535 -2.781 -1.201
H 5.199 0.681 -2.550
H 3.268 2.039 -1.756
H 1.261 2.170 -0.437
H 0.230 1.012 -1.281
H 1.053 0.851 3.659
H 0.637 -0.789 3.130
H -0.113 -0.111 4.572

Calculated values
- Calculated total energy: -1469.2479 Ha
- Kohn-Sham gap: 10.207 eV
- SMILES: C[C@H](NS(=O)(=O)c1ccc(F)cc1)C(=O)NCc1ccncc1

***

# 2
The following is a DFT calculation (ωB97M-V with the def2-TZVPD basis set) of C15H16FNOS2 as an isolated structure at a distorted geometry.

Atoms and positions in Å:
O -1.140 -1.070 0.250
C -1.246 -0.101 -0.521
N -2.363 0.157 -1.284
H -2.628 0.905 -1.764
C -3.600 -1.052 -1.346
C -4.790 -0.443 -0.288
C -4.958 -0.588 1.177
C -6.034 0.223 1.385
C -6.782 0.834 0.434
S -5.984 0.540 -1.031
H -7.693 1.576 0.634
H -6.392 0.318 2.444
H -4.147 -1.182 1.512
H -3.198 -1.702 -0.719
H -3.992 -1.092 -2.336
C -0.488 1.032 -0.530
C 0.872 0.626 0.206
H 1.278 -0.183 -0.110
H 0.696 0.799 1.148
S 1.991 2.211 0.080
C 3.311 1.555 0.977
C 3.879 0.427 0.674
C 4.988 0.530 -0.394
C 5.508 -0.654 -0.843
C 5.142 -1.787 -0.855
C 4.243 -2.051 0.343
C 3.605 -1.125 0.909
H 2.868 -0.878 1.638
H 3.747 -3.085 0.784
H 5.619 -2.879 -0.980
H 6.354 -0.471 -1.811
F 5.395 1.607 -0.970
H 2.946 1.423 2.068
H 4.038 2.263 1.094
H -0.926 1.919 -0.304
H -0.118 1.398 -1.672

Calculated values
- Calculated total energy: -1606.9687 Ha
- Kohn-Sham gap: 8.822 eV
- ΔE to the lowest compared entry with this formula, charge and spin: 0.871 eV

***

# 3
The following is a DFT calculation (ωB97M-V with the def2-TZVPD basis set) of C15H16GaN3Se2Te2 as an isolated structure at a distorted geometry.

Atoms and positions in Å:
Ga 8.931 10.210 6.850
Se 11.332 10.483 6.545
Te 11.591 12.567 5.229
Te 9.125 14.043 5.594
Se 7.616 12.294 6.433
C 5.418 10.775 8.139
N 5.925 9.954 7.103
C 5.135 10.060 5.896
C 6.110 8.539 7.514
C 7.201 7.740 6.803
C 7.126 6.355 6.754
C 8.065 5.669 6.048
C 9.097 6.293 5.393
C 9.370 7.630 5.721
C 8.395 8.391 6.384
H 4.475 10.569 8.554
H 5.338 11.803 7.822
H 6.155 10.719 8.896
H 4.097 9.816 6.034
H 5.446 9.292 5.189
H 5.109 11.050 5.455
H 5.210 7.833 7.417
H 6.396 8.533 8.581
H 6.313 5.799 7.239
H 7.864 4.640 5.844
H 9.811 5.883 4.759
H 10.312 8.162 5.445
N 9.289 6.742 12.512
C 9.333 7.708 11.876
C 9.344 8.858 11.079
C 9.421 10.078 11.784
C 9.295 11.281 11.109
C 9.015 11.179 9.756
N 8.943 10.010 9.090
C 9.146 8.876 9.723
H 9.529 9.988 12.818
H 9.514 12.271 11.522
H 8.776 12.074 9.118
H 9.173 7.954 9.122

Calculated values
- Calculated total energy: -8009.1682 Ha
- Kohn-Sham gap: 5.910 eV
- ΔE to the lowest compared entry with this formula, charge and spin: 1.596 eV

***

# 4
The following is a DFT calculation (ωB97M-V with the def2-TZVPD basis set) of one molecule with the formula C15H16N2O3S at a distorted geometry.

Atoms and positions in Å:
C 0.254 3.542 0.921
C -0.384 2.464 0.098
C -1.607 1.934 0.477
C -2.201 0.909 -0.251
C -1.572 0.426 -1.393
C -0.347 0.951 -1.768
C 0.249 1.956 -1.030
H 1.209 2.347 -1.331
H 0.146 0.564 -2.648
H -2.020 -0.352 -1.991
O -3.395 0.435 0.236
C -3.779 -0.865 -0.133
C -2.636 -1.877 -0.005
O -2.522 -2.841 -0.730
O -1.839 -1.505 0.971
N -0.572 -2.017 1.293
C 0.275 -2.390 0.416
N 0.154 -2.498 -0.925
H 0.941 -2.866 -1.435
H -0.763 -2.672 -1.320
C 1.673 -2.571 0.968
C 2.426 -1.332 0.606
C 2.399 -0.128 1.237
C 3.160 0.861 0.574
C 3.744 0.400 -0.560
S 3.376 -1.255 -0.843
H 4.372 0.922 -1.254
H 3.267 1.870 0.929
H 1.849 0.042 2.144
H 2.144 -3.455 0.537
H 1.612 -2.671 2.050
H -4.586 -1.142 0.551
H -4.159 -0.914 -1.163
H -2.115 2.295 1.357
H 0.695 3.109 1.819
H 1.038 4.046 0.362
H -0.485 4.276 1.234

Calculated values
- Calculated total energy: -1314.5572 Ha
- Kohn-Sham gap: 9.080 eV
- ΔE to the lowest compared entry with this formula, charge and spin: 3.265 eV
- SMILES: Cc1cccc(OCC(=O)O/N=C(\N)Cc2cccs2)c1

***

# 5
The following is a DFT calculation (ωB97M-V with the def2-TZVPD basis set) of one molecule with the formula C15H16N2OS.

Atoms and positions in Å:
C -2.011 -1.590 5.778
C -1.539 -0.999 4.486
C -0.680 0.092 4.464
C -0.252 0.636 3.267
C -0.689 0.088 2.072
C -1.563 -0.989 2.073
C -1.973 -1.530 3.275
H -2.649 -2.373 3.275
H -1.922 -1.397 1.139
S -0.153 0.806 0.534
C 0.704 -0.649 -0.215
C 2.178 -0.651 0.170
H 2.669 -1.521 -0.261
H 2.674 0.247 -0.194
H 2.281 -0.690 1.252
C 0.543 -0.645 -1.731
O 0.290 -1.659 -2.339
N 0.756 0.577 -2.287
C 0.688 0.943 -3.630
C 0.826 2.292 -3.957
C 0.770 2.670 -5.285
C 0.579 1.684 -6.242
N 0.448 0.405 -5.939
C 0.500 0.035 -4.675
H 0.384 -1.020 -4.479
H 0.528 1.925 -7.295
H 0.871 3.706 -5.569
H 0.971 3.026 -3.175
H 0.897 1.347 -1.644
H 0.213 -1.544 0.173
H 0.417 1.483 3.253
H -0.336 0.521 5.394
H -1.465 -1.174 6.621
H -3.072 -1.382 5.918
H -1.884 -2.671 5.774

Calculated values
- Calculated total energy: -1164.1511 Ha
- Kohn-Sham gap: 9.303 eV
- ΔE to the lowest compared entry with this formula, charge and spin: 0.151 eV
- SMILES: Cc1ccc(S[C@H](C)C(=O)Nc2cccnc2)cc1

***

# 6
The following is a DFT calculation (ωB97M-V with the def2-TZVPD basis set) of one molecule with the formula C15H16N4O2S at a distorted geometry.

Atoms and positions in Å:
C 2.593 -2.816 4.548
H 3.030 -3.259 5.340
C 2.112 -1.458 4.637
C 1.257 -1.241 5.811
H 1.831 -1.695 6.694
H 1.108 -0.117 6.008
H 0.461 -1.605 5.736
H 3.154 -0.961 4.941
O 1.688 -1.105 3.545
C 1.774 0.299 3.168
O 2.150 1.092 4.007
C 0.993 0.448 2.025
H 1.301 1.569 1.549
H 1.308 -0.030 1.142
S -0.715 0.071 2.103
C -1.223 0.427 0.553
N -2.429 0.165 0.193
N -3.004 0.217 -0.895
C -2.375 0.371 -1.992
C -0.900 0.784 -1.595
N -0.310 0.530 -0.431
N -0.275 1.083 -2.640
C -1.254 0.954 -3.789
C -0.997 1.293 -5.085
C -2.183 0.767 -6.027
C -3.368 0.710 -5.602
C -3.349 0.523 -4.259
C -2.579 0.536 -3.318
H -4.432 0.333 -3.699
H -4.135 0.715 -6.242
H -2.037 1.135 -7.074
H 0.067 1.278 -5.610
C 1.129 1.302 -2.957
H 1.438 2.279 -3.415
H 1.752 0.561 -3.575
H 1.415 1.269 -1.909
H 3.327 -3.184 3.686
H 1.680 -3.234 4.429

Calculated values
- Calculated total energy: -1348.4585 Ha
- Kohn-Sham gap: 7.543 eV
- ΔE to the lowest compared entry with this formula, charge and spin: 13.767 eV
- SMILES: CC(C)OC(=O)CSc1nnc2c3ccccc3n(C)c2n1

***

Which of these has the highest Kohn-Sham gap?
C15H16FN3O3S